(1)
This record from the Open Molecules 2025 dataset describes a 9-piece molecular cluster, C15H27Cl21 overall. The level of theory is ωB97M-V with the def2-TZVPD basis set.

Its spin multiplicity is 1. The value obtained for the HOMO energy is -10.653 eV. As for the relative energy (zero: lowest compared OMol25 entry of this formula, charge and spin): 99.3 kJ/mol. The value obtained for the LUMO energy is 0.230 eV. The value obtained for the gap between HOMO and LUMO is 10.883 eV. As for the SMILES: ClC(Cl)Cl.ClC(Cl)Cl.ClC(Cl)Cl.ClCCCl.ClCCCl.ClCCCl.ClCCCl.ClCCCl.ClCCCl.

Cartesian coordinates (Å):
H (0.60, -6.80, 2.99)
Cl (-3.74, -4.68, 0.93)
H (-7.00, 4.64, -3.03)
H (0.39, 4.39, -6.62)
H (-4.00, -4.52, -6.10)
H (1.46, 0.81, -1.53)
Cl (0.99, -4.49, 3.58)
Cl (-4.94, -3.28, -3.88)
H (-2.81, 2.18, 4.22)
Cl (0.97, 0.58, 1.37)
H (2.32, -0.87, 0.15)
C (-3.92, 2.07, 6.15)
H (-3.73, 3.60, 4.60)
Cl (4.63, 4.21, -0.39)
Cl (-3.49, -1.92, 2.05)
H (-2.67, -3.43, -6.64)
C (6.52, -2.63, 3.28)
C (-4.49, -3.32, 1.89)
Cl (8.57, 3.77, 1.28)
Cl (-0.68, 2.51, -5.49)
H (6.46, 2.61, -0.25)
C (-3.13, 2.80, 5.05)
C (0.46, 3.90, -5.65)
H (6.64, -3.10, 4.25)
H (-0.23, 0.35, -1.21)
Cl (6.46, -2.70, 0.54)
C (1.40, -6.07, 2.85)
H (-6.20, 3.56, -1.09)
H (6.58, 4.96, 1.75)
H (-6.66, 3.04, -3.60)
C (0.80, -0.01, -1.25)
Cl (-4.58, 2.06, -1.89)
Cl (1.00, -1.30, -2.48)
C (1.27, -0.61, 0.09)
H (-2.92, -2.23, -4.31)
H (-4.05, -1.85, -5.48)
H (6.64, -4.54, 2.11)
C (-5.41, 3.59, -1.84)
C (6.95, -3.49, 2.06)
H (-3.43, 1.16, 6.51)
Cl (-5.00, 4.70, -4.34)
H (5.44, -2.46, 3.20)
H (-4.71, 4.34, -1.47)
Cl (7.29, -1.10, 3.25)
Cl (-5.09, -3.90, 3.43)
C (-3.18, -3.87, -5.78)
H (0.67, -1.49, 0.34)
H (8.03, -3.43, 2.08)
H (-5.35, -3.05, 1.28)
C (6.96, 4.43, 0.87)
Cl (1.53, -5.98, 1.01)
H (-4.17, 2.59, 7.07)
Cl (2.81, -6.71, 3.69)
Cl (0.03, 5.08, -4.41)
Cl (-1.73, 3.53, 5.89)
C (5.97, 3.33, 0.40)
Cl (-5.44, 1.45, 5.54)
Cl (-2.01, -4.92, -4.96)
Cl (2.11, 3.35, -5.29)
H (7.16, 5.22, 0.15)
C (-3.69, -2.71, -4.92)
C (-6.20, 3.92, -3.17)
H (5.52, 2.71, 1.17)

natural (NBO) population analysis, charges in e, atoms 1 to 6: number 1, H, carries 0.23; number 2, Cl, carries -0.02; number 3, H, carries 0.22; number 4, H, carries 0.24; number 5, H, carries 0.23; number 6, H, carries 0.22

---

(2)
This record from the Open Molecules 2025 dataset describes a 7-piece molecular cluster, C15H27Cl9O4 overall. The level of theory is ωB97M-V with the def2-TZVPD basis set.

Its spin multiplicity is 1. The value obtained for the HOMO energy is -9.348 eV. As for the relative energy (zero: lowest compared OMol25 entry of this formula, charge and spin): 81.7 kJ/mol. The value obtained for the LUMO energy is 0.109 eV. The value obtained for the gap between HOMO and LUMO is 9.457 eV. As for the SMILES: ClC(Cl)Cl.ClC(Cl)Cl.ClC(Cl)Cl.CC(C)=O.CC(C)=O.CC(C)=O.CC(C)=O.

Cartesian coordinates (Å):
C (4.28, -0.25, 2.25)
C (2.24, -0.52, -1.70)
C (0.19, -5.19, -1.52)
H (-2.75, 1.65, 1.03)
Cl (-2.49, -4.09, -3.56)
H (4.63, -0.60, 3.22)
C (1.04, 4.81, -1.18)
H (-1.74, -2.29, 1.72)
H (2.76, -0.40, -0.75)
H (-0.12, -4.15, -1.56)
C (-2.63, 2.65, 1.45)
Cl (0.43, -2.92, 1.80)
H (-0.26, 5.34, 0.56)
O (0.10, -1.82, -1.62)
H (0.37, -0.19, 0.69)
H (0.48, 3.92, 0.65)
Cl (-4.61, -2.34, -2.39)
H (2.64, 5.82, -1.84)
C (-1.05, -2.49, 2.53)
C (2.28, 5.71, -0.82)
C (2.59, -4.59, -0.99)
H (2.97, 5.23, -0.12)
Cl (-2.88, -3.91, -0.62)
C (-2.96, -2.99, -2.15)
C (-5.07, 3.43, 1.77)
Cl (5.22, -1.16, 1.05)
C (-3.72, 3.09, 2.41)
H (-0.49, -5.83, -2.09)
H (-1.71, 2.71, 2.04)
O (-3.48, 3.42, 3.56)
Cl (-0.83, -0.87, 3.38)
H (0.21, -5.46, -0.47)
C (1.64, -5.24, -1.96)
H (-2.43, 3.46, 0.75)
O (0.92, 4.39, -2.33)
H (-0.90, 4.18, -0.55)
C (0.04, 4.55, -0.12)
H (1.95, 6.69, -0.48)
H (3.37, -4.07, -1.55)
C (0.76, -0.79, -1.32)
H (-5.08, 3.92, 0.80)
Cl (-1.68, -3.88, 3.47)
Cl (2.56, -0.54, 2.00)
H (-0.90, 0.18, -0.49)
H (-2.25, -2.17, -2.19)
H (2.93, -5.37, -0.30)
C (0.17, 0.21, -0.31)
H (-5.61, 4.06, 2.48)
H (2.61, -1.36, -2.28)
Cl (4.78, 1.49, 2.16)
H (-5.62, 2.49, 1.73)
H (2.22, 0.35, -2.36)
H (0.64, 1.19, -0.43)
H (2.22, -3.74, -0.42)
O (2.02, -5.74, -3.02)

natural (NBO) population analysis, charges in e, atoms 1 to 6: number 1, C, carries -0.27; number 2, C, carries -0.73; number 3, C, carries -0.73; number 4, H, carries 0.23; number 5, Cl, carries -0.01; number 6, H, carries 0.23

---

(3)
This record from the Open Molecules 2025 dataset describes C15H27IN2O5PPdS as an isolated structure. The level of theory is ωB97M-V with the def2-TZVPD basis set.

Its charge is -1. Its spin multiplicity is 1. The value obtained for the HOMO energy is -5.690 eV. As for the relative energy (zero: lowest compared OMol25 entry of this formula, charge and spin): 25.1 kJ/mol. The value obtained for the LUMO energy is 2.281 eV. The value obtained for the gap between HOMO and LUMO is 7.971 eV.

Cartesian coordinates (Å):
H (-4.04, -0.90, 0.97)
C (-3.60, -1.88, 0.82)
H (0.56, 0.45, 2.53)
C (1.38, 1.17, 2.49)
H (-5.45, -2.80, 0.23)
C (0.43, 4.22, 0.49)
H (2.58, 3.43, -1.54)
N (-2.30, -1.99, 1.06)
N (-0.46, -5.41, -0.47)
H (2.51, 2.82, -3.19)
C (1.56, 1.51, -1.79)
C (1.96, 1.26, 1.08)
C (-1.42, 2.73, 1.23)
I (-2.57, 0.67, -1.53)
H (-0.07, -4.50, -0.72)
H (-0.97, 2.81, 2.22)
P (0.63, 1.42, -0.18)
H (-1.89, 1.76, 1.14)
H (3.60, 2.23, 0.01)
H (1.03, 2.14, 2.85)
H (0.92, 4.12, 1.46)
H (-0.88, 3.11, -0.81)
C (-1.72, -3.17, 0.84)
H (0.05, -6.24, -0.71)
O (-2.29, -6.64, 0.11)
H (-2.19, 3.49, 1.14)
H (1.53, 0.74, -3.78)
Pd (-0.64, -0.41, -0.14)
C (1.95, 2.91, -2.25)
O (2.46, -1.39, -0.90)
H (3.86, 1.98, 1.73)
C (3.11, 2.26, 0.99)
C (-0.35, 2.96, 0.14)
C (-4.39, -2.94, 0.39)
S (1.50, -2.25, -0.22)
H (-0.67, -3.23, 1.08)
H (-0.27, 5.06, 0.57)
O (2.09, -3.38, 0.47)
H (2.45, 0.93, -1.53)
O (0.80, -1.38, 0.87)
H (-4.32, -5.02, -0.22)
H (0.65, -0.28, -2.63)
C (-2.40, -4.27, 0.34)
C (-3.77, -4.16, 0.14)
H (1.18, 4.49, -0.24)
O (0.38, -2.67, -1.12)
H (2.81, 3.28, 1.19)
H (1.07, 3.52, -2.46)
H (-0.07, 1.23, -3.21)
C (-1.71, -5.56, 0.00)
H (2.16, 0.82, 3.17)
C (0.86, 0.75, -2.92)
H (2.34, 0.27, 0.81)

natural (NBO) population analysis, charges in e, atoms 1 to 6: number 1, H, carries 0.20; number 2, C, carries 0.06; number 3, H, carries 0.24; number 4, C, carries -0.61; number 5, H, carries 0.21; number 6, C, carries -0.61